1.
ORCA calculation (ωB97M-V/def2-TZVPD) on a molecular structure, C7H16BeCaClCsF3N3O9S3.

Atoms and positions in Å:
C: 2.627 -2.738 -0.680
S: 1.660 -1.318 -0.367
O: 1.545 -1.172 1.121
O: 2.327 -0.194 -0.946
N: 0.232 -1.609 -0.978
S: -0.520 -0.291 -1.525
O: 0.098 -0.002 -2.865
O: -0.449 0.866 -0.668
C: -2.315 -0.471 -1.860
C: -3.179 -0.651 -0.614
C: -3.300 -1.971 0.139
C: -3.189 -3.327 -0.549
O: -1.904 -3.833 -0.154
H: 3.191 -2.561 -1.589
H: 1.953 -3.570 -0.850
H: 3.311 -2.914 0.142
H: -2.432 -1.180 -2.676
H: -2.615 0.496 -2.261
H: -2.852 0.057 0.147
H: -4.170 -0.343 -0.931
H: -2.590 -2.010 0.980
H: -4.283 -1.928 0.603
H: -3.947 -3.981 -0.126
H: -3.345 -3.355 -1.620
H: -1.778 -3.505 0.743
Cs: 2.054 2.082 -0.115
Be: -0.310 -4.494 1.549
Cl: -0.725 -1.754 -3.676
C: 6.134 1.236 4.865
F: 5.416 2.269 5.312
F: 6.947 0.838 5.831
F: 5.277 0.229 4.595
S: 7.072 1.698 3.359
O: 7.924 2.777 3.775
O: 6.031 2.085 2.426
O: 7.765 0.491 2.984
Ca: -0.261 -1.768 2.227
C: -3.677 4.377 -1.559
O: -4.315 4.045 -0.577
N: -3.795 5.589 -2.159
N: -2.767 3.506 -2.131
H: -3.273 5.866 -2.968
H: -4.451 6.236 -1.759
H: -2.668 2.615 -1.692
H: -2.212 3.724 -2.938

Computed properties:
LUMO level in eV: -10.8
Frontier orbital gap in eV: 1.4
Total charge: +2

---

2.
ORCA calculation (ωB97M-V/def2-TZVPD) on a molecular structure, C7H16Br2NaO5.

Atoms and positions in Å:
Na: 0.470 4.056 11.131
C: -0.407 3.252 14.215
O: -0.586 2.778 12.940
H: -1.257 3.154 14.889
H: 0.320 2.583 14.675
H: -0.019 4.270 14.174
C: -2.659 4.392 9.058
O: -1.678 3.553 9.589
H: -2.312 4.835 8.125
H: -3.604 3.879 8.880
H: -2.924 5.173 9.771
Br: 2.755 5.349 12.475
C: 4.091 4.027 11.916
C: 5.505 4.447 12.402
Br: 6.790 3.080 11.810
H: 4.007 3.807 10.852
H: 3.755 3.106 12.392
H: 5.510 4.537 13.488
H: 5.653 5.421 11.934
C: 0.044 6.930 8.355
O: 0.967 6.116 7.656
C: 1.920 5.410 8.361
O: 1.986 5.310 9.592
O: 2.814 4.897 7.504
C: 4.035 4.360 8.009
H: 0.472 7.622 9.080
H: -0.720 6.316 8.833
H: -0.535 7.566 7.686
H: 4.373 5.048 8.785
H: 4.742 4.340 7.180
H: 3.795 3.333 8.284

Computed properties:
LUMO level (alpha / beta) in eV: 0.0 / -1.9
Frontier orbital gap (alpha / beta) in eV: 8.7 / 3.9
Total charge: 0
Spin multiplicity: 2

---

3.
ORCA calculation (ωB97M-V/def2-TZVPD) on a gas-phase ion, C7H16BrN3 (charge +2).

Atoms and positions in Å:
C: 3.280 1.289 -0.099
N: 2.035 1.108 0.604
C: 0.818 0.570 0.460
C: -0.360 0.986 1.473
Br: -1.035 2.809 0.838
C: -1.601 0.022 1.336
N: -1.931 -0.291 -0.120
C: -3.196 -1.128 -0.145
C: -0.759 -1.002 -0.643
N: 0.502 -0.273 -0.521
C: 1.459 -0.743 -1.553
H: 3.187 1.911 -0.962
H: 3.669 0.413 -0.352
H: 4.037 1.715 0.556
H: 2.274 1.422 1.526
H: 0.069 0.909 2.479
H: -1.273 -0.885 1.878
H: -2.395 0.540 1.796
H: -2.109 0.561 -0.632
H: -2.992 -1.979 0.409
H: -3.913 -0.580 0.381
H: -3.459 -1.490 -1.142
H: -0.737 -1.162 -1.811
H: -0.643 -2.033 -0.276
H: 1.559 -0.045 -2.334
H: 2.427 -1.023 -1.190
H: 1.086 -1.624 -1.957

Computed properties:
Energy relative to the best compared isomer or geometry (same formula, charge and spin) in kcal/mol: 0.0
Structure (SMILES): C/[NH+]=C1/[C@@H](Br)C[N@H+](C)CN1C
LUMO level in eV: -7.7
Frontier orbital gap in eV: 10.2
Total charge: +2

---

4.
ORCA calculation (ωB97M-V/def2-TZVPD) on a molecular structure, C7H16Cl2O3PRu.

Atoms and positions in Å:
C: -4.310 -0.789 1.257
C: -2.837 -0.938 1.156
H: -4.485 -0.036 2.026
H: -4.848 -1.718 1.461
H: -4.693 -0.350 0.331
O: -2.033 -0.047 1.436
Cl: -2.255 -2.366 0.455
Ru: 1.495 0.788 -0.586
P: -0.242 1.539 -1.694
C: -0.203 3.354 -1.881
C: -0.022 0.788 -3.340
H: -2.348 0.245 -1.693
H: -2.572 1.866 -2.452
H: -2.494 1.714 -0.655
C: -2.103 1.318 -1.608
H: -0.289 -0.273 -3.238
H: -0.671 1.292 -4.066
H: -0.815 3.667 -2.738
H: 0.847 3.630 -2.027
H: 1.042 0.894 -3.576
H: -0.588 3.808 -0.955
C: 1.724 2.263 0.451
O: 1.883 3.156 1.202
Cl: 3.140 0.438 -2.100
C: 2.135 -0.787 2.224
O: 1.553 -0.634 0.924
H: 1.628 -0.104 2.921
H: 3.209 -0.556 2.152
H: 1.976 -1.839 2.501
H: 0.905 -1.316 0.683

Computed properties:
LUMO level (alpha / beta) in eV: -9.1 / -13.5
Frontier orbital gap (alpha / beta) in eV: 5.2 / 3.1
Total charge: +2
Spin multiplicity: 6

---

5.
ORCA calculation (ωB97M-V/def2-TZVPD) on 4 unconnected molecules or ions with the total composition C7H16Cl3N3O3.

Atoms and positions in Å:
Cl: 0.647 2.604 -4.355
C: 0.939 1.227 -3.098
Cl: 0.718 1.989 -1.479
Cl: 2.641 0.625 -2.974
H: 0.203 0.435 -3.234
C: -1.199 0.403 1.643
C: -0.978 -1.078 2.198
N: 0.274 -1.342 2.609
O: -1.803 -1.976 2.145
H: -1.130 1.241 2.336
H: -2.228 0.416 1.285
H: -0.464 0.720 0.903
H: 0.625 -2.274 2.779
H: 0.885 -0.623 2.967
C: -3.591 -0.958 -3.294
C: -2.442 -1.643 -2.461
N: -2.805 -2.482 -1.533
O: -1.316 -1.418 -2.790
H: -3.791 -1.547 -4.189
H: -3.215 -0.011 -3.682
H: -4.497 -0.810 -2.707
H: -2.166 -2.912 -0.881
H: -3.771 -2.772 -1.469
C: 2.245 1.942 1.895
C: 3.176 0.960 2.496
N: 4.437 1.054 2.157
O: 2.729 0.100 3.274
H: 1.468 1.961 2.660
H: 1.858 1.412 1.025
H: 2.740 2.910 1.817
H: 4.819 1.501 1.335
H: 4.991 0.347 2.619

Computed properties:
Energy relative to the best compared isomer or geometry (same formula, charge and spin) in kcal/mol: 0.0
Structure (SMILES): ClC(Cl)Cl.CC(N)=O.CC(N)=O.CC(N)=O
LUMO level in eV: 0.3
Frontier orbital gap in eV: 9.8
Total charge: 0

---

6.
ORCA calculation (ωB97M-V/def2-TZVPD) on 2 unconnected molecules or ions with the total composition C7H16ClF4O7P2S2.

Atoms and positions in Å:
O: 3.692 -1.208 2.960
S: 4.502 -1.258 1.794
O: 4.827 -2.601 1.471
S: 6.308 -0.188 2.224
F: 6.031 0.509 3.622
P: 6.741 1.503 0.883
O: 5.302 2.285 0.721
Cl: 7.296 0.743 -0.944
C: 3.477 -0.536 0.413
F: 2.714 -1.538 0.000
F: 4.174 -0.119 -0.634
F: 2.653 0.393 0.847
H: 5.313 2.922 1.468
O: -3.415 0.098 -2.639
P: -2.589 0.562 -1.473
O: -1.697 -0.803 -1.201
C: -0.649 -1.111 -2.113
C: 0.533 -0.171 -1.948
O: -3.756 0.406 -0.326
C: -5.146 0.357 -0.651
C: -5.622 -1.080 -0.715
O: -1.666 1.440 -0.400
C: -1.848 1.454 1.018
C: -1.576 0.127 1.693
H: -1.025 -1.082 -3.140
H: -0.335 -2.135 -1.904
H: 0.266 0.850 -2.232
H: 1.371 -0.490 -2.572
H: 0.857 -0.139 -0.908
H: -5.357 0.894 -1.575
H: -5.679 0.880 0.146
H: -5.031 -1.670 -1.416
H: -6.670 -1.126 -1.015
H: -5.519 -1.556 0.263
H: -2.831 1.844 1.275
H: -1.129 2.185 1.396
H: -2.308 -0.630 1.417
H: -1.615 0.247 2.778
H: -0.592 -0.256 1.416

Computed properties:
LUMO level in eV: -6.8
Frontier orbital gap in eV: 5.0
Total charge: +1

---

Q: Which formula does entry 5 have?
A: C7H16Cl3N3O3